Record 1
Below is a structure of composition C37H51N5O4RhS4Si at a distorted geometry, with properties calculated with the ωB97M-V functional and the def2-TZVPD basis.

Output
Frontier orbital gap: 6.70 eV
Spin multiplicity: 1
E_tot: -109066.061 eV
Net charge: -1
Maximum force: 2.8 eV/Å
Lowest unoccupied orbital energy: 2.254 eV
ΔE to the lowest compared entry with this formula, charge and spin: 22.4 kcal per mole

XYZ file:
```
103
Properties=species:S:1:pos:R:3:forces:R:3
H 2.958575 -5.161033 3.563283 -0.05 -0.02 0.00
H -1.568511 -3.109386 0.749849 -0.03 -0.05 0.05
C 1.629889 -2.716085 -0.160833 0.11 -0.29 0.40
C -2.945457 -0.680609 -5.862025 -0.06 0.10 0.10
H 2.765074 -4.870279 1.118320 0.01 0.04 0.00
H -0.441933 1.564793 5.143593 0.00 0.01 -0.02
C 1.286929 2.457249 6.059975 0.02 -0.02 -0.04
H 4.465800 2.083709 4.946215 -0.02 0.01 0.01
C 1.024309 -2.365429 3.483075 -0.12 0.05 -0.17
H 3.085402 -0.424594 2.652758 0.11 -0.07 0.07
H 0.753577 4.238797 -2.794154 0.00 0.02 -0.01
C 0.634943 1.678696 5.108608 0.04 0.02 0.02
C -3.904918 -0.423960 -1.053670 0.05 -0.10 -0.36
C -1.389787 -1.563159 -2.659737 0.01 0.20 -0.30
H 0.811812 -3.591830 -1.924980 0.04 0.00 -0.04
H -2.946296 -4.027812 1.378965 -0.02 0.02 -0.01
O -1.123830 -2.421874 -1.809052 -0.14 -0.33 0.65
C -2.165550 1.556453 2.473086 0.03 0.05 -0.07
H -3.689735 -1.945377 -7.421120 0.01 0.00 0.00
C 1.590017 4.488063 -2.132119 0.04 0.00 0.01
Si -2.698194 -0.362956 0.384778 0.43 0.11 0.31
H 2.575171 -3.531286 -1.865633 0.04 -0.01 0.03
H 5.069193 3.918280 -2.037718 0.01 0.02 0.00
H -1.599491 2.418936 -0.099133 -0.04 0.03 0.01
H 4.164919 4.259238 -4.272381 0.01 0.02 0.00
C 2.990455 2.595296 -2.700727 0.35 0.14 -0.03
C -3.003684 1.349840 1.204483 -0.06 -0.03 0.13
C 3.387598 1.970354 4.993492 0.00 -0.03 0.05
H -3.855843 -1.385071 -1.578194 -0.07 0.02 0.08
H 2.465407 4.609414 -4.628693 0.00 0.01 0.00
H -2.077670 -4.000289 -4.004499 0.01 0.02 -0.01
C 2.384525 -4.342012 3.149935 -0.11 0.04 0.20
Rh -0.422015 -0.746902 -0.302674 -0.67 1.09 -0.29
H 1.682572 -4.740436 -0.898336 -0.02 0.04 0.01
H -5.002577 -2.915083 2.135167 0.02 0.03 -0.04
H 6.201935 3.046851 -3.093012 0.02 -0.02 -0.01
H 0.844379 0.461572 3.351077 0.02 0.06 -0.01
S 0.594039 1.209685 0.348165 -0.52 -0.51 0.11
O -2.623686 1.611705 -3.266813 -0.09 0.03 0.06
H -5.199617 -2.129048 0.560978 0.00 -0.04 0.04
C 1.679128 -3.716875 -1.274198 -0.71 -0.09 0.04
S 1.725689 1.572896 -2.550665 0.13 0.04 -0.33
O -0.593429 1.159633 -4.544818 0.31 0.01 -0.01
C 4.546945 0.754681 -2.990555 -0.02 0.00 -0.05
H -5.141388 1.436915 0.712932 -0.01 0.00 0.03
H -5.220844 -1.169401 2.041531 -0.03 0.02 0.00
S 3.364833 1.550305 1.384744 0.13 0.03 -0.37
C -2.357078 -0.689856 -4.611426 0.04 0.04 -0.15
H -4.803854 0.793050 2.327083 0.00 0.02 0.04
H 1.667139 5.572351 -2.030887 0.00 0.00 0.01
C -2.326840 -3.086957 -4.529586 -0.09 -0.16 -0.07
H 5.815468 2.417969 -1.476805 0.00 -0.01 -0.01
C -2.687585 -1.811564 2.915551 -0.08 -0.03 -0.02
H 5.537420 0.609825 -3.426152 0.02 0.00 0.03
N 1.634827 -1.454905 -0.455048 2.02 0.79 -1.72
C 3.252607 4.689620 -3.866992 0.04 -0.05 0.09
H -2.811576 -2.790102 3.401299 -0.04 0.06 0.00
N -1.125751 -0.273510 -2.442824 0.24 -0.17 0.21
N 4.290477 2.178929 -2.902256 -0.08 0.10 0.15
C 2.177883 0.530063 0.532496 -0.30 0.15 0.07
C -3.227353 -1.909973 -6.442650 -0.01 -0.06 0.02
H -2.882023 3.423724 0.585493 0.00 -0.03 -0.02
H -3.239442 -1.075726 3.506133 -0.02 -0.04 0.01
C 1.356401 1.053624 4.104184 -0.05 0.00 0.02
H 3.425794 5.744916 -3.649739 -0.01 0.01 -0.01
H -3.109801 -4.046177 -6.279527 -0.05 0.00 0.01
H 3.180203 3.207485 6.736355 0.01 -0.01 0.00
H -3.679112 0.354601 -1.778796 -0.10 0.01 0.03
S -1.640288 0.664064 -3.707052 -0.16 -0.02 0.15
H 1.389412 4.049658 -1.156829 -0.02 -0.01 -0.01
H 4.503398 0.277061 -2.004476 -0.02 0.00 0.00
H 0.509615 -1.675465 4.139331 0.02 -0.02 0.02
H -2.291511 2.586097 2.836917 0.01 -0.04 -0.01
H -3.030175 -3.256084 -0.217894 0.01 -0.01 0.03
C -2.656079 2.431969 0.171111 0.04 -0.03 0.02
N 2.567077 -0.639078 0.201124 -0.94 -0.55 0.72
H -4.635623 2.520505 2.014885 0.01 -0.03 -0.03
C -2.056794 -1.859692 -3.958465 0.13 0.00 0.14
O 0.089301 -1.218200 1.669035 0.08 -0.48 -0.14
C 5.406577 2.936318 -2.351091 -0.07 -0.05 -0.02
C 2.665435 2.600227 6.001710 0.00 -0.02 -0.06
H 1.861160 -3.504150 5.067306 -0.02 -0.01 0.00
C 1.612260 -3.066021 1.241370 0.40 -0.04 0.13
H -4.930282 -0.281728 -0.706260 0.01 -0.04 0.02
H -1.632502 -1.549668 2.943754 -0.02 -0.02 0.00
H 4.557357 0.443778 3.133936 -0.02 -0.01 0.06
C 2.742585 1.193787 4.038383 -0.02 -0.09 -0.02
C 0.895308 -2.163771 2.082085 -0.36 -0.09 0.11
H 3.797324 0.283216 -3.620433 0.01 -0.01 -0.01
H 0.720830 2.954267 6.838136 0.00 -0.01 0.01
H -3.174386 0.249655 -6.365420 0.04 -0.02 -0.02
C -3.222439 -1.877776 1.476794 0.12 0.08 0.16
C 2.270401 -4.176639 1.790233 0.17 0.22 -0.13
C 1.766043 -3.403297 3.991885 0.09 -0.16 -0.06
C -2.910561 -3.101517 -5.790247 0.01 0.04 0.03
N 2.861936 3.996784 -2.641863 -0.12 -0.12 -0.11
H -3.219756 2.310081 -0.756452 -0.03 0.05 0.05
C -4.484445 1.522257 1.581718 0.07 0.04 -0.03
H -2.471984 0.878497 3.270724 -0.03 0.03 0.02
C 3.496606 0.549650 2.908900 -0.06 0.21 0.12
C -2.659460 -3.137575 0.803385 0.02 0.01 0.02
H -1.103202 1.392322 2.288644 -0.04 0.04 0.02
C -4.749598 -2.019489 1.549939 0.04 -0.14 -0.07
```
Positions in Å, forces in eV/Å.

***

Record 2
Below is a structure of composition C37H51O2P2PtSSe2 at a distorted geometry, with properties calculated with the ωB97M-V functional and the def2-TZVPD basis.

Output
Frontier orbital gap (spin up / spin down): 4.50 / 4.50 eV
Spin multiplicity: 1
E_tot: -206617.911 eV
Net charge: +3
Maximum force: 5.1 eV/Å
Lowest unoccupied orbital energy (spin up / spin down): -12.296 / -12.296 eV

XYZ file:
```
96
Properties=species:S:1:pos:R:3:forces:R:3
C 2.512356 0.640908 1.646341 -0.12 0.28 0.16
O -3.316644 -0.030892 -1.396359 2.84 0.95 0.60
C -0.164744 4.058408 1.754941 -0.48 -0.49 -0.51
C 0.573756 4.841008 0.874341 -0.07 -0.08 -0.09
C -4.461844 -3.741492 0.802541 0.09 0.11 -0.01
H -6.338144 5.011008 3.602241 -0.11 0.07 0.08
C 2.787156 -0.742392 -1.967159 -0.54 0.42 0.57
H 3.482356 1.790208 3.185541 -0.06 -0.05 0.01
H -2.128744 5.386908 3.004441 0.06 0.09 0.01
H 3.323356 -2.712092 -2.667759 -0.09 -0.05 0.10
H -6.390344 3.029108 2.135641 -0.11 0.01 0.01
H 2.990656 1.169508 0.817941 -0.04 0.11 -0.01
H 4.203556 -2.220592 -1.222759 -0.01 -0.07 0.09
C -4.231844 5.318108 3.395141 -0.06 -0.03 0.02
O 0.785856 0.410808 -0.628659 -4.33 2.72 0.10
C 2.260956 -0.826092 1.256141 -0.17 0.15 -0.80
H 4.307056 0.635508 -1.310559 -0.05 0.03 0.05
H -0.210544 -2.183092 0.119541 0.02 -0.01 0.13
P 1.643156 -0.828892 -0.506559 1.40 -3.28 0.74
H 4.706356 1.697408 -3.382659 -0.07 -0.07 0.03
H -6.104144 -2.305192 -2.396859 -0.11 0.08 -0.05
C -5.651144 -2.685592 -1.495359 -0.08 0.08 -0.20
H -5.302044 -5.609192 0.174941 0.01 -0.08 0.00
H 5.625256 -1.550592 1.623341 -0.02 -0.03 -0.12
H -5.549944 1.441608 -2.401259 0.08 0.03 0.13
C 3.958556 0.899808 -3.424059 0.20 0.44 -0.05
H 1.384656 -1.200392 1.805041 -0.01 -0.01 -0.09
H -4.299644 2.215908 1.084341 -0.12 0.06 0.10
C -1.322344 -3.274192 -2.079659 -0.09 0.23 -0.29
H 1.347056 4.853108 4.661041 0.02 -0.01 0.13
H 5.442156 -2.232692 -3.529959 0.02 -0.02 0.09
H 5.194256 -0.255592 3.529441 -0.01 -0.02 -0.04
P -1.598144 3.096308 1.205341 -0.10 1.59 1.74
H 0.983056 -4.104292 0.393141 0.11 0.03 0.05
C -5.426044 4.659808 3.148141 0.05 0.03 0.01
Pt -1.429744 0.392008 -0.466759 1.18 0.56 -1.86
H -0.758444 -1.189492 -2.072759 0.07 0.07 -0.28
H 1.145656 -5.636292 -1.424659 0.03 0.02 -0.05
C 3.408156 0.745408 2.876341 -0.12 0.06 0.08
C -4.957844 -1.871792 -0.617259 -0.02 0.64 0.26
C 4.798756 0.173408 2.606441 0.28 0.04 0.16
C 1.592856 5.634008 1.375741 -0.03 0.11 -0.06
C 4.763056 -0.893292 1.515941 0.08 -0.06 -0.12
C -4.346144 -2.390992 0.521141 -0.02 0.13 0.11
C -3.100344 3.758508 1.986641 0.63 -0.50 -0.66
C -0.747144 -4.652892 -1.728259 0.05 -0.34 -0.19
H -4.213544 6.177008 4.044041 0.01 0.14 0.09
C -0.256044 -2.177792 -2.010759 -0.33 -0.43 0.25
C -5.461044 3.546008 2.319241 0.07 -0.25 -0.18
H 3.145056 1.288908 -4.040859 -0.05 -0.03 0.06
C 0.520356 -2.306792 -0.700059 0.40 1.25 -0.10
H 0.410956 -2.265692 -2.868259 -0.01 0.25 -0.03
H 2.303456 -3.552992 -0.627659 0.04 0.00 0.10
H 5.410456 -0.075792 -4.692959 -0.07 -0.04 0.09
C 4.554256 -0.347392 -4.070459 0.01 -0.24 -0.60
C 1.856656 5.648008 2.737641 0.00 -0.01 -0.15
Se -1.442144 0.975508 1.943041 -0.17 -0.03 -1.70
H 3.365056 -2.090592 2.595241 -0.10 -0.06 -0.05
S -4.730044 -0.086392 -0.782859 -1.49 -1.09 -0.01
H 2.634056 6.291808 3.120541 0.07 0.01 0.06
H 5.500956 0.963108 2.328041 -0.09 -0.02 -0.04
H -5.568544 -0.212892 -3.051359 0.09 -0.10 0.05
C -5.181444 -4.561692 -0.057159 -0.01 0.06 0.00
H 4.835456 -0.420092 0.531841 0.11 -0.05 -0.04
H -1.741144 -3.278592 -3.087359 -0.05 0.00 0.04
H 1.551956 1.128508 1.840241 0.16 0.08 -0.14
C 1.128556 4.844908 3.605341 -0.06 -0.11 0.13
C 4.974356 -1.379092 -3.041559 0.19 0.14 0.23
C 0.773756 -4.641792 -1.669659 -0.14 0.07 0.33
H 2.765956 1.410308 -1.702359 0.11 0.06 0.05
H -1.124844 -4.975192 -0.757059 -0.04 -0.07 0.04
H -3.798344 -1.729192 1.185841 -0.09 -0.06 0.12
H -1.074844 -5.390992 -2.460659 -0.09 0.01 0.09
H -6.306444 -4.684192 -1.872659 -0.06 -0.03 -0.08
H -0.470944 3.410408 3.779241 0.07 0.04 0.20
C -4.296944 3.088408 1.733741 -0.10 -0.04 -0.03
H 1.193456 -4.375092 -2.639559 0.08 0.02 -0.05
C -5.759044 -4.038392 -1.204059 0.04 0.01 0.02
H 3.532456 -2.567192 0.917641 -0.04 -0.03 0.12
Se -1.779844 2.986808 -1.006759 0.33 -2.43 0.80
H 2.064256 -0.750992 -2.795159 -0.07 -0.02 0.11
C 3.465156 0.629008 -2.006159 -0.10 0.21 0.11
H -6.815844 0.317408 -1.875059 -0.05 -0.09 0.13
H 2.942256 0.206608 3.704641 -0.07 0.01 0.04
H 0.355456 4.832008 -0.185559 0.07 0.05 -0.04
H -4.015644 -4.144192 1.700141 0.02 -0.04 0.02
H 2.165556 6.257708 0.704741 0.03 0.01 -0.02
C 1.220956 -3.664692 -0.576259 0.29 -0.41 -0.14
H 3.836656 -0.796392 -4.765359 -0.04 -0.02 0.06
C 3.800256 -1.865592 -2.169959 0.22 -0.34 -0.16
C -5.774744 0.400508 -2.178359 0.26 -0.10 0.20
H -2.139144 -3.028992 -1.396859 -0.09 0.06 0.03
H 5.728256 -0.924592 -2.393759 0.08 -0.11 0.00
C -3.057244 4.872908 2.813741 0.13 0.18 0.01
C 0.116356 4.038108 3.119441 -0.05 -0.06 -0.02
C 3.471356 -1.701492 1.579741 0.38 -0.33 -0.04
```
Positions in Å, forces in eV/Å.